No. 1
{
  "formula": "C4H12NO2S",
  "method": "wB97M-V/def2-TZVPD",
  "homo_ev": -2.70,
  "charge": -1,
  "spin_multiplicity": 1,
  "species": ["S", "O", "O", "N", "C", "C", "C", "C", "H", "H", "H", "H", "H", "H", "H", "H", "H", "H", "H", "H"],
  "positions_angstrom": [[0.62134, -2.23586, 0.81158], [2.46670, 1.00221, -2.80382], [-1.59044, 1.15285, 2.45913], [-0.89368, 1.73559, 0.03616], [0.42920, -0.20425, -0.93530], [-0.97429, 0.28180, -0.30953], [-1.82258, 1.91101, 1.28578], [0.71839, -1.80601, -0.87081], [-0.90443, 0.49056, 2.32069], [0.03206, -2.25365, -1.58209], [1.70009, -1.93753, -1.40579], [2.17380, 1.82701, -2.43503], [-2.79185, 1.68753, 0.95902], [-0.01645, 2.10498, 0.29208], [2.23219, 0.11675, -2.38865], [0.35014, -0.00325, -1.97680], [1.09048, 0.54435, -0.49296], [-1.06264, -0.30694, 0.61689], [-1.85704, 0.03576, -0.89923], [-1.74658, 2.98326, 1.49018]],
  "forces_ev_per_a": [[0.191, -1.329, 1.479], [1.091, -2.018, -1.138], [0.331, 0.395, -0.046], [-4.036, -1.109, 1.906], [-2.611, -0.628, -0.067], [2.586, -0.634, 0.585], [2.579, 0.833, -1.772], [0.735, 3.358, -0.683], [0.101, -0.154, -0.213], [-0.623, -0.243, 0.102], [-0.274, -0.012, 0.704], [-0.694, -0.471, 0.985], [-1.499, -0.308, -0.641], [1.406, -0.229, 0.228], [-0.052, 2.601, -0.076], [-0.042, 0.629, -1.146], [0.800, -0.946, 0.158], [0.005, -0.031, -0.396], [0.094, 0.396, -0.383], [-0.088, -0.098, 0.414]]
}


No. 2
{
  "formula": "C4H12NO3",
  "method": "wB97M-V/def2-TZVPD",
  "homo_ev": -13.22,
  "charge": 1,
  "spin_multiplicity": 1,
  "species": ["O", "O", "O", "N", "C", "C", "C", "C", "H", "H", "H", "H", "H", "H", "H", "H", "H", "H", "H", "H"],
  "positions_angstrom": [[1.90781, 0.04598, -2.29776], [0.74828, -2.46694, 0.79097], [-1.62372, -1.30620, -0.05198], [2.66273, -1.28983, -0.42301], [-0.78500, 2.07382, 0.89142], [-0.99916, -0.08326, -0.20298], [-1.65177, 1.04352, 0.52905], [-1.19838, 3.27516, 1.39458], [2.14830, -2.06371, 0.03816], [-0.98466, -1.95313, 0.27870], [0.04264, -0.14486, 0.07524], [2.15451, 0.33295, -3.20579], [-1.01050, 0.19343, -1.27755], [-2.24390, 3.54435, 1.29238], [-0.47768, 3.97953, 1.78981], [-2.68948, 1.14590, 0.83265], [3.35950, -1.63577, -1.09479], [2.12218, -0.53728, -0.86203], [0.68796, -3.43484, 0.92215], [0.28760, 2.00668, 0.73400]],
  "forces_ev_per_a": [[-0.471, 0.674, 0.080], [0.391, -0.294, -0.549], [-0.879, 0.240, -0.165], [0.104, -1.321, -1.379], [0.428, 1.239, 0.072], [-1.123, -0.789, 0.359], [1.485, 0.223, -0.335], [-0.438, -0.674, -0.553], [-0.779, -0.007, 1.187], [0.599, -0.115, 0.163], [0.422, 0.188, 0.154], [0.059, -0.831, 0.504], [0.014, 0.480, 0.039], [-0.053, 0.131, 0.598], [-0.129, 0.174, -0.109], [-0.146, -0.508, -0.338], [0.256, 0.575, 0.354], [0.333, 0.749, -0.127], [0.004, 0.439, -0.080], [-0.076, -0.572, 0.125]]
}


No. 3
{
  "formula": "C4H12NO5",
  "method": "wB97M-V/def2-TZVPD",
  "homo_ev": -14.07,
  "charge": 1,
  "spin_multiplicity": 1,
  "species": ["O", "O", "O", "O", "O", "N", "C", "C", "C", "C", "H", "H", "H", "H", "H", "H", "H", "H", "H", "H", "H", "H"],
  "positions_angstrom": [[0.16794, -2.57632, -2.86964], [-1.07155, 0.48176, 2.86205], [0.02169, -3.04990, -0.68001], [1.77166, -0.28101, 0.82759], [1.20129, 3.14455, -0.36018], [-0.49234, 1.00579, 0.26788], [-0.16963, -0.77856, -1.42683], [0.75968, -0.92147, 0.90887], [0.00150, -2.27257, -1.59112], [-0.44457, -0.47228, 0.03580], [-0.59408, 0.99421, 3.52493], [0.79083, -0.35467, -1.74969], [0.36237, -3.51870, -2.99222], [-0.78315, 1.17989, 1.25364], [-1.37692, -0.88617, 0.41953], [0.64666, -1.79380, 1.55729], [1.29994, 3.82744, 0.31081], [-1.92938, 0.21713, 3.22421], [-1.12365, 1.54244, -0.32566], [1.39280, 3.47155, -1.24221], [-0.90316, -0.32802, -2.09563], [0.47208, 1.36870, 0.14061]],
  "forces_ev_per_a": [[0.086, -0.017, -0.429], [-0.073, 0.031, -0.175], [0.027, -0.100, 0.333], [-0.051, 0.007, 0.121], [-0.389, -0.683, 0.267], [0.286, 0.219, 0.134], [0.304, 0.146, 0.103], [-0.110, 0.021, -0.240], [-0.290, 0.202, -0.463], [0.057, 0.202, 0.577], [-0.233, -0.166, 0.252], [-0.041, 0.108, 0.282], [-0.077, -0.033, 0.199], [0.127, -0.307, -0.220], [0.080, -0.177, -0.252], [-0.034, -0.084, -0.021], [0.229, 0.263, -0.473], [0.297, 0.185, 0.172], [0.122, -0.217, -0.271], [0.190, 0.460, 0.198], [-0.216, -0.369, -0.031], [-0.290, 0.309, -0.062]]
}


No. 4
{
  "formula": "C4H12NOS",
  "method": "wB97M-V/def2-TZVPD",
  "homo_ev": -2.39,
  "charge": -1,
  "spin_multiplicity": 1,
  "species": ["S", "O", "N", "C", "C", "C", "C", "H", "H", "H", "H", "H", "H", "H", "H", "H", "H", "H", "H"],
  "positions_angstrom": [[1.40810, -3.01689, -0.53480], [-1.78433, 4.16167, 0.10441], [-0.65614, 1.15401, 0.65091], [0.53586, 1.54727, 1.32635], [0.36020, -1.66454, 0.13618], [-0.46201, 0.63406, -0.75295], [-0.60990, -0.90152, -0.77989], [0.32330, 1.97904, 2.33842], [-0.60670, -1.35869, -1.77291], [-1.22259, 1.09252, -1.38502], [1.11032, -1.05717, 0.65187], [1.03073, 2.35631, 0.70141], [-1.65163, -1.02001, -0.36940], [-1.06799, 4.18755, -0.53808], [0.54191, 0.93881, -1.07372], [-0.22407, -2.07105, 0.98539], [-1.05510, 0.29399, 1.03694], [-1.66189, 3.28784, 0.50137], [1.33136, 0.80890, 1.48486]],
  "forces_ev_per_a": [[-0.410, 0.084, -0.413], [0.150, 0.023, -0.053], [-1.181, -1.412, -1.097], [1.498, 1.624, 0.412], [0.428, -0.676, 1.170], [0.807, -0.005, 0.244], [-0.773, 0.382, 0.644], [-0.042, -0.205, -0.845], [0.103, 0.352, -0.037], [0.092, 0.096, -0.185], [-0.380, 0.596, -0.362], [-0.552, -0.654, 0.817], [0.584, -0.342, -0.460], [-0.060, 0.094, -0.032], [-0.167, -0.018, -0.217], [0.077, -0.014, -0.345], [0.128, 0.727, 0.869], [-0.033, -0.344, 0.075], [-0.268, -0.308, -0.185]]
}


Number 1: calculated total energy -762.9964 Ha, Kohn-Sham gap 6.311 eV. Number 2: calculated total energy -439.4380 Ha, Kohn-Sham gap 4.624 eV. Number 3: calculated total energy -590.3593 Ha, Kohn-Sham gap 10.942 eV. Number 4: calculated total energy -687.7868 Ha, Kohn-Sham gap 5.794 eV.